No. 1
Molecular formula: C39H53IrN4PSbSi3
Method: DFT, the ωB97M-V functional and the def2-TZVPD basis

Positions of all 102 atoms, in Å:
Ir1 0.153 -0.528 0.066
N1 -0.062 1.419 2.386
P1 0.736 1.522 0.883
C1 -0.002 2.956 0.059
C2 0.158 3.131 -1.310
C3 -0.302 4.282 -1.931
C4 -0.937 5.264 -1.187
C5 -1.099 5.099 0.183
C6 -0.626 3.956 0.806
C7 2.377 2.106 1.334
C8 3.176 2.634 0.319
C9 4.461 3.067 0.603
C10 4.945 3.001 1.904
C11 4.143 2.504 2.920
C12 2.863 2.050 2.639
C13 -1.252 0.727 2.459
C14 -2.130 0.893 3.534
C15 -3.302 0.177 3.550
C16 -3.595 -0.688 2.493
C17 -2.684 -0.801 1.478
N2 -1.521 -0.118 1.453
H1 0.076 2.126 3.094
H2 0.653 2.371 -1.899
H3 -0.162 4.412 -2.996
H4 -1.302 6.161 -1.670
H5 -1.589 5.867 0.767
H6 -0.758 3.865 1.876
H7 2.798 2.712 -0.693
H8 5.080 3.469 -0.187
H9 5.944 3.351 2.125
H10 4.513 2.471 3.936
H11 2.260 1.648 3.440
H12 -1.880 1.581 4.330
H13 -3.995 0.292 4.372
H14 -4.514 -1.255 2.464
H15 -2.869 -1.448 0.633
C18 2.779 -2.664 -1.668
Sb1 2.167 -0.597 -1.679
C19 1.287 -1.746 1.033
C20 0.502 -2.971 0.752
C21 0.573 -4.274 1.196
C22 -0.443 -5.151 0.807
C23 -1.475 -4.700 0.009
C24 -1.473 -3.370 -0.414
N3 -0.503 -2.555 -0.058
Si1 2.878 -1.761 2.114
C25 4.218 -0.761 1.297
C26 3.586 -3.469 2.363
C27 2.231 -1.142 3.758
C28 0.815 -0.466 -3.416
C29 -0.450 0.235 -3.017
C30 -1.182 0.899 -4.015
C31 -2.380 1.521 -3.753
C32 -2.867 1.497 -2.453
C33 -2.106 0.872 -1.499
N4 -0.931 0.251 -1.739
Si2 0.360 -2.077 -4.383
C34 -0.915 -1.748 -5.716
C35 1.865 -2.868 -5.156
C36 -0.504 -3.374 -3.350
Si3 1.953 0.566 -4.627
C37 2.039 2.360 -4.103
C38 3.702 -0.123 -4.529
C39 1.463 0.580 -6.436
H16 3.199 -2.887 -0.686
H17 3.579 -2.779 -2.398
H18 1.986 -3.374 -1.888
H19 1.379 -4.604 1.830
H20 -0.422 -6.181 1.137
H21 -2.275 -5.358 -0.298
H22 -2.256 -2.974 -1.046
H23 4.669 -1.356 0.499
H24 4.998 -0.592 2.045
H25 3.935 0.207 0.892
H26 3.728 -4.025 1.434
H27 3.014 -4.082 3.061
H28 4.576 -3.341 2.811
H29 1.478 -0.363 3.653
H30 3.048 -0.758 4.374
H31 1.781 -1.977 4.300
H32 -0.786 0.901 -5.019
H33 -2.924 2.018 -4.545
H34 -3.798 1.971 -2.177
H35 -2.433 0.884 -0.471
H36 -0.638 -1.009 -6.465
H37 -1.885 -1.468 -5.300
H38 -1.059 -2.698 -6.238
H39 2.376 -2.240 -5.885
H40 1.509 -3.753 -5.691
H41 2.601 -3.209 -4.428
H42 -1.489 -3.016 -3.044
H43 0.040 -3.729 -2.478
H44 -0.673 -4.233 -4.006
H45 2.452 2.491 -3.101
H46 1.075 2.869 -4.162
H47 2.716 2.869 -4.795
H48 4.287 0.397 -3.768
H49 4.196 0.046 -5.489
H50 3.764 -1.194 -4.332
H51 0.505 1.051 -6.658
H52 1.478 -0.404 -6.903
H53 2.231 1.177 -6.937

Computed properties:
Energy above the lowest of the compared OMol25 structures with the same formula, charge and spin, kcal per mole: 0.7
Molar mass, Da: 1007.09
HOMO, hartree: -0.4718
Frontier orbital gap, eV: 6.21
Total charge: +2

No. 2
Molecular formula: C39H53N3O4S
Method: DFT, the ωB97M-V functional and the def2-TZVPD basis

Positions of all 100 atoms, in Å:
C1 0.676 -4.892 2.604
C2 0.001 -4.582 3.947
O1 -1.331 -4.101 3.796
C3 -1.499 -2.772 3.635
C4 -0.500 -1.879 3.230
C5 -0.784 -0.526 3.051
S1 0.523 0.573 2.526
C6 -2.071 0.010 3.235
C7 -2.432 1.453 2.995
C8 -2.507 1.766 1.471
C9 -1.680 2.982 1.031
C10 -1.216 2.842 -0.409
C11 -0.563 4.108 -0.956
C12 0.387 3.823 -2.124
C13 1.803 3.574 -1.618
C14 2.785 3.001 -2.645
C15 2.725 3.620 -4.063
C16 2.576 2.519 -5.108
C17 2.476 3.046 -6.533
C18 2.097 1.950 -7.519
O2 2.985 0.848 -7.424
C19 2.368 -0.353 -7.022
C20 -3.040 -0.903 3.642
C21 -2.763 -2.242 3.845
C22 -4.017 -2.923 4.300
O3 -4.142 -4.011 4.764
N1 -5.017 -1.973 4.141
C23 -6.358 -2.171 4.674
C24 -7.050 -3.343 3.992
C25 -7.342 -3.186 2.631
C26 -7.966 -4.202 1.913
C27 -8.295 -5.379 2.578
C28 -8.011 -5.537 3.931
C29 -7.376 -4.523 4.668
C30 -7.080 -4.801 6.112
C31 -4.497 -0.701 3.912
O4 -5.145 0.301 3.938
H1 1.619 -4.362 2.527
H2 0.043 -4.505 1.811
H3 0.837 -5.951 2.467
H4 -0.095 -5.500 4.515
H5 0.579 -3.890 4.554
H6 0.498 -2.241 3.052
H7 1.362 0.428 3.561
H8 -1.689 2.092 3.459
H9 -3.414 1.622 3.409
H10 -3.542 1.911 1.178
H11 -2.141 0.906 0.911
H12 -0.810 3.119 1.664
H13 -2.314 3.868 1.082
H14 -2.072 2.595 -1.040
H15 -0.527 2.000 -0.503
H16 0.020 4.562 -0.155
H17 -1.335 4.812 -1.257
H18 0.406 4.704 -2.764
H19 0.036 2.996 -2.739
H20 1.732 2.847 -0.804
H21 2.215 4.477 -1.175
H22 2.687 1.922 -2.730
H23 3.787 3.177 -2.257
H24 1.951 4.372 -4.173
H25 3.676 4.120 -4.253
H26 1.672 1.947 -4.895
H27 3.443 1.869 -5.043
H28 3.424 3.462 -6.874
H29 1.722 3.830 -6.598
H30 1.065 1.635 -7.362
H31 2.143 2.342 -8.536
H32 1.751 -0.777 -7.815
H33 3.154 -1.058 -6.770
H34 1.753 -0.218 -6.132
H35 -6.338 -2.303 5.749
H36 -6.942 -1.283 4.467
H37 -7.065 -2.258 2.151
H38 -8.194 -4.100 0.864
H39 -8.768 -6.181 2.029
H40 -8.282 -6.468 4.408
H41 -6.728 -5.823 6.206
H42 -7.976 -4.720 6.724
H43 -6.320 -4.164 6.541
N2 5.026 -2.851 0.744
C32 5.967 -3.834 0.886
C33 5.711 -4.493 2.057
C34 4.570 -3.883 2.645
C35 4.170 -2.875 1.809
H44 4.973 -2.208 -0.025
H45 6.733 -3.979 0.144
H46 6.278 -5.320 2.451
H47 4.100 -4.155 3.576
H48 3.355 -2.173 1.881
N3 6.278 5.746 -5.477
C36 7.003 6.906 -5.470
C37 8.222 6.635 -4.910
C38 8.233 5.255 -4.567
C39 7.020 4.736 -4.931
H49 5.343 5.651 -5.828
H50 6.592 7.820 -5.862
H51 9.019 7.345 -4.763
H52 9.039 4.709 -4.107
H53 6.624 3.738 -4.849

Computed properties:
Molar mass, Da: 659.94
HOMO, hartree: -0.3064
Frontier orbital gap, eV: 8.02
Total charge: 0
Structure (SMILES): CCOc1cc(S)c(CCCCCCCCCCCCOC)c2c1C(=O)N(Cc1ccccc1C)C2=O.c1cc[nH]c1.c1cc[nH]c1

No. 3
Molecular formula: C39H54HfN2O2P2
Method: DFT, the ωB97M-V functional and the def2-TZVPD basis

Positions of all 100 atoms, in Å:
Hf1 0.383 0.698 0.647
C1 2.378 2.241 0.724
C2 1.585 3.022 -0.176
C3 0.345 2.719 1.770
C4 1.652 2.098 1.964
C5 0.303 3.234 0.423
C6 3.852 2.017 0.638
H1 4.223 2.134 -0.384
H2 4.139 1.019 1.000
H3 4.392 2.742 1.269
C7 2.322 1.715 3.237
H4 3.261 1.179 3.048
H5 1.702 1.065 3.865
H6 2.559 2.612 3.826
C8 -0.653 3.075 2.818
H7 -0.327 3.962 3.380
H8 -0.776 2.252 3.532
H9 -1.634 3.327 2.388
C9 -0.707 4.232 -0.046
H10 -0.571 5.191 0.480
H11 -1.745 3.924 0.148
H12 -0.599 4.434 -1.118
C10 2.108 3.790 -1.337
H13 2.384 4.809 -1.012
H14 1.369 3.901 -2.146
H15 3.014 3.336 -1.760
C11 2.500 -3.380 -5.261
C12 3.382 -2.430 -5.593
C13 3.432 -1.623 -6.861
C14 2.088 -1.402 -7.593
C15 0.980 -0.846 -6.743
C16 0.125 -1.524 -5.967
C17 0.017 -3.011 -5.792
C18 1.305 -3.826 -6.055
H16 4.127 -2.085 -7.583
H17 1.783 -2.335 -8.079
H18 3.875 -0.646 -6.612
H19 1.518 -3.826 -7.129
H20 2.671 -3.970 -4.349
H21 4.247 -2.259 -4.940
H22 1.085 -4.872 -5.781
H23 -0.331 -3.199 -4.763
H24 -0.671 -0.966 -5.457
H25 -0.769 -3.417 -6.451
H26 2.282 -0.679 -8.404
H27 0.857 0.242 -6.842
P1 1.653 -0.387 -1.294
P2 -1.318 0.822 -1.249
C19 0.405 -1.057 -2.526
C20 -1.071 -0.777 -2.181
H28 0.592 -2.140 -2.637
H29 0.667 -0.594 -3.493
H30 -1.651 -0.693 -3.115
H31 -1.501 -1.575 -1.550
C21 -3.032 0.875 -0.647
H32 -3.259 1.901 -0.318
H33 -3.168 0.186 0.198
H34 -3.703 0.598 -1.471
C22 -1.407 1.985 -2.653
H35 -2.068 1.543 -3.416
H36 -0.400 2.148 -3.068
H37 -1.835 2.936 -2.305
C23 2.470 -1.863 -0.622
H38 3.272 -1.554 0.064
H39 2.890 -2.445 -1.449
H40 1.728 -2.458 -0.075
C24 2.938 0.302 -2.399
H41 2.592 1.245 -2.847
H42 3.172 -0.408 -3.207
H43 3.859 0.492 -1.831
O1 -1.481 -2.100 0.636
C25 -1.478 -1.580 1.758
N1 -2.224 -1.964 2.853
C26 -2.029 -1.135 4.017
C27 -0.769 -0.405 3.549
O2 0.027 0.125 4.322
N2 -0.656 -0.518 2.171
C28 -3.091 -0.057 4.186
C29 -2.845 0.972 5.100
C30 -3.780 1.996 5.287
C31 -4.972 2.001 4.552
C32 -5.206 0.975 3.627
C33 -4.269 -0.054 3.443
C34 -1.764 -1.950 5.279
C35 -2.475 -1.813 6.483
C36 -1.994 -2.433 7.651
C37 -0.858 -3.250 7.603
C38 -0.227 -3.469 6.370
C39 -0.691 -2.829 5.218
H44 -2.904 -2.704 2.733
H45 -1.904 0.977 5.657
H46 -3.568 2.783 6.013
H47 -5.706 2.802 4.693
H48 -6.119 0.961 3.030
H49 -4.456 -0.853 2.724
H50 -3.379 -1.202 6.537
H51 -2.489 -2.248 8.610
H52 -0.449 -3.698 8.515
H53 0.654 -4.102 6.287
H54 -0.185 -2.983 4.265

Computed properties:
Molar mass, Da: 823.31
HOMO, hartree: -0.4823
Frontier orbital gap, eV: 5.80
Total charge: +2

No. 4
Molecular formula: C39H54N2O2P2Y
Method: DFT, the ωB97M-V functional and the def2-TZVPD basis

Positions of all 100 atoms, in Å:
Y1 -0.275 -0.419 -1.517
C1 -0.278 -3.140 1.074
C2 1.056 -3.276 0.583
C3 1.114 -1.934 2.458
C4 -0.234 -2.338 2.248
C5 1.888 -2.453 1.386
C6 -1.502 -3.756 0.526
H1 -1.464 -3.927 -0.556
H2 -2.378 -3.107 0.685
H3 -1.716 -4.726 0.999
C7 -1.369 -2.040 3.142
H4 -2.336 -2.047 2.628
H5 -1.243 -1.060 3.608
H6 -1.424 -2.763 3.964
C8 1.665 -1.223 3.622
H7 2.383 -1.873 4.140
H8 0.879 -0.984 4.343
H9 2.180 -0.288 3.359
C9 3.325 -2.204 1.181
H10 3.910 -2.898 1.804
H11 3.605 -1.181 1.482
H12 3.627 -2.348 0.138
C10 1.524 -4.095 -0.566
H13 2.017 -5.044 -0.288
H14 2.258 -3.544 -1.182
H15 0.710 -4.366 -1.255
C11 -1.382 0.320 -5.030
C12 -1.809 -1.112 -5.272
C13 -0.793 -2.076 -5.927
C14 0.718 -1.755 -5.675
C15 1.215 -1.016 -4.444
C16 1.598 0.295 -4.560
C17 1.006 1.258 -5.554
C18 -0.445 0.934 -6.018
H16 -0.972 -2.186 -7.026
H17 1.105 -1.230 -6.579
H18 -0.965 -3.071 -5.501
H19 -0.391 0.285 -6.899
H20 -2.221 0.985 -4.727
H21 -2.864 -1.099 -5.709
H22 -0.915 1.876 -6.355
H23 1.009 2.261 -5.109
H24 2.427 0.697 -3.980
H25 1.692 1.336 -6.417
H26 1.257 -2.724 -5.638
H27 1.731 -1.650 -3.712
P1 -1.744 -1.295 -3.524
P2 2.548 0.576 -1.065
C19 0.001 1.560 -2.503
C20 1.333 1.927 -1.943
H28 -0.812 2.284 -2.586
H29 0.030 1.037 -3.481
H30 1.949 2.514 -2.659
H31 1.095 2.552 -1.057
C21 3.441 1.864 -0.201
H32 4.486 1.566 -0.098
H33 2.989 1.995 0.780
H34 3.385 2.797 -0.773
C22 3.838 0.077 -2.200
H35 4.232 0.959 -2.717
H36 3.465 -0.636 -2.931
H37 4.638 -0.421 -1.648
C23 -3.477 -0.923 -3.057
H38 -3.939 -1.930 -3.007
H39 -4.030 -0.264 -3.770
H40 -3.491 -0.398 -2.083
C24 -0.954 -2.872 -2.772
H41 -0.194 -2.695 -1.960
H42 -0.363 -3.360 -3.562
H43 -1.700 -3.584 -2.382
O1 -1.695 0.537 -0.047
C25 -1.112 1.092 0.971
N1 -1.759 1.813 1.931
C26 -0.890 2.096 3.057
C27 0.437 1.664 2.401
O2 1.572 1.789 2.880
N2 0.205 1.018 1.200
C28 -1.006 3.558 3.576
C29 0.078 4.434 3.500
C30 0.009 5.701 4.113
C31 -1.139 6.087 4.804
C32 -2.231 5.226 4.862
C33 -2.173 3.973 4.241
C34 -1.260 1.201 4.264
C35 -0.293 1.035 5.264
C36 -0.556 0.237 6.386
C37 -1.818 -0.331 6.554
C38 -2.831 -0.053 5.632
C39 -2.569 0.748 4.512
H44 -2.770 1.879 1.912
H45 0.982 4.124 2.958
H46 0.886 6.354 4.042
H47 -1.164 7.053 5.307
H48 -3.128 5.520 5.397
H49 -3.051 3.332 4.293
H50 0.662 1.562 5.158
H51 0.218 0.093 7.141
H52 -2.031 -0.964 7.410
H53 -3.845 -0.422 5.782
H54 -3.379 1.024 3.825

Computed properties:
Energy above the lowest of the compared OMol25 structures with the same formula, charge and spin, kcal per mole: 0.0
Molar mass, Da: 733.73
HOMO (alpha / beta), hartree: -0.3432 / -0.3405
Frontier orbital gap (alpha / beta), eV: 6.39 / 5.89
Total charge: +1